(1)
14
Properties=species:S:1:pos:R:3 method="wB97M-V/def2-TZVPD" multiplicity=1 smiles="[H]/N=C/NC(=O)NC" e_lumo_ha=0.027 gap_ha=0.367 de_lowest_kcal_mol=44.6 e_homo_ha=-0.33962
H -3.978 0.140 -0.714
N -3.115 0.626 -0.465
C -2.164 -0.205 -0.380
N -0.877 0.187 -0.064
C 0.202 -0.627 0.033
O 0.041 -1.838 -0.164
N 1.415 -0.388 0.550
C 2.358 0.671 0.268
H -2.242 -1.276 -0.540
H -0.736 1.156 0.111
H 1.370 -1.454 0.885
H 1.921 1.595 0.658
H 2.417 0.774 -0.823
H 3.387 0.640 0.644

(2)
14
Properties=species:S:1:pos:R:3 method="wB97M-V/def2-TZVPD" multiplicity=1 e_lumo_ha=0.022 gap_ha=0.345 de_lowest_kcal_mol=150.4 e_homo_ha=-0.32276
C 0.934 1.617 -0.206
N -0.059 0.917 -0.087
N -0.100 -0.336 0.047
C 1.194 -1.117 0.258
C -1.421 -0.994 -0.284
N -2.595 -0.386 -0.179
O -2.577 1.030 0.409
H 1.947 1.161 -0.050
H 1.039 2.767 -0.373
H 1.948 -0.915 -0.585
H 0.949 -2.217 0.546
H 1.637 -0.601 1.204
H -1.393 -2.128 -0.668
H -1.504 1.201 -0.033